Formula: CBrClFN3
Source: the OMol25 dataset
Level of theory: ωB97M-V with the def2-TZVPD basis set

As for the HOMO energy: -10.7 eV. Its LUMO energy is -0.0110 hartree. Its structure (SMILES) is F/N=N\Br.N#CCl. Its total energy is -90784.966 eV. The energy above the lowest of the compared OMol25 structures with the same formula, charge and spin comes out at 0.00 kcal per mole.

Positions of all 7 atoms, in Å:
C (1.96307, -0.15127, 0.28482)
N (1.54437, -0.84616, 1.09450)
N (-0.65449, 0.33058, -0.06717)
N (-1.20902, -0.60835, -0.45869)
F (-1.44637, 1.41297, 0.39682)
Cl (2.77597, 0.84769, -0.69948)
Br (-2.97353, -0.98546, -0.55080)

Atoms 1-3, force components in eV/Å:
C 0.737 -0.171 0.545
N -0.127 -0.374 0.145
N 1.296 2.291 0.423

Atom charges from the Löwdin analysis, given in e for atoms 1 to 4: -0.873, 0.093, -0.089, -0.486

Formula: C8H7N3
Source: the OMol25 dataset
Level of theory: ωB97M-V with the def2-TZVPD basis set

As for the HOMO energy: -8.4 eV. Its LUMO energy is 0.0184 hartree. Its structure (SMILES) is c1ccc(-c2ncc[nH]2)nc1. Its total energy is -12876.645 eV. The energy above the lowest of the compared OMol25 structures with the same formula, charge and spin comes out at 75.99 kcal per mole.

Positions of all 18 atoms, in Å:
C (-1.68270, 1.02215, 2.03976)
C (-2.41767, 1.70398, 1.16307)
C (-1.94577, 1.62309, -0.18710)
C (-0.39646, 0.17738, 0.19406)
C (-0.65778, 0.12883, 1.59057)
C (0.77728, -0.56161, -0.23168)
C (2.36748, -1.15725, -1.74616)
C (2.20822, -2.06665, -0.77458)
H (-1.84839, 0.97316, 3.06426)
H (-3.17561, 2.14351, 1.22950)
H (-2.65323, 2.23347, -0.95705)
H (-0.10525, -0.43696, 2.49687)
H (1.12773, 0.66656, -1.66801)
H (3.17804, -1.07913, -2.46144)
H (2.45551, -3.08712, -0.52161)
N (-1.02495, 0.97839, -0.63955)
N (1.46094, -0.15890, -1.41208)
N (1.20766, -1.76705, 0.12732)

Atoms 1-3, force components in eV/Å:
C 1.677 -2.459 0.020
C 10.980 -5.988 -4.208
C -8.297 5.512 0.838

Atom charges from the Löwdin analysis, given in e for atoms 1 to 4: -0.065, -0.021, -0.182, -0.224

Formula: ClLi
Source: the OMol25 dataset
Level of theory: ωB97M-V with the def2-TZVPD basis set

As for the HOMO energy: -7.3 eV. Its LUMO energy is -0.0951 hartree. Its total energy is -12726.142 eV. The energy above the lowest of the compared OMol25 structures with the same formula, charge and spin comes out at 63.34 kcal per mole.

Positions of all 2 atoms, in Å:
Li (1.03810, -5.07497, 5.88551)
Cl (3.68954, -2.53298, 7.48161)

Force components x, y, z for each atom (eV/Å):
Li 0.703 0.674 0.423
Cl -0.703 -0.674 -0.423

Taken from the Löwdin analysis, the atomic charges in e are: 0.851, -0.851

Formula: C87H182N7O7
Source: the OMol25 dataset
Level of theory: ωB97M-V with the def2-TZVPD basis set

As for the HOMO energy (alpha / beta): -7.0 / -9.0 eV. Its LUMO energy (alpha / beta) is 0.0196 / -0.0061 hartree. Its expectation value of S² is 15.781. As for the spin multiplicity: 8. Its total energy is -117919.384 eV.

Positions of all 283 atoms, in Å:
C (3.26786, -0.00950, -4.06664)
C (1.76817, -0.02912, -4.38880)
C (1.36337, -1.19512, -5.34331)
C (-0.11187, -1.21309, -5.62387)
C (-0.53738, -2.17714, -6.70594)
C (-2.04149, -2.01016, -7.02628)
H (3.48886, 0.86125, -3.43640)
H (3.89996, 0.10314, -4.95898)
H (3.59001, -0.91830, -3.56380)
H (1.07643, 0.08439, -3.53791)
H (1.47612, 0.84486, -5.01573)
H (1.75262, -2.11224, -4.89161)
H (1.92499, -1.03920, -6.24629)
H (-0.65059, -1.31737, -4.66671)
H (-0.37531, -0.20581, -5.90096)
H (0.10917, -1.95580, -7.57466)
H (-0.31864, -3.17375, -6.27637)
H (-2.23918, -1.04430, -7.45254)
H (-2.26041, -2.72971, -7.82327)
H (-2.69007, -2.04494, -6.16388)
C (-3.06462, 0.88269, 4.38342)
C (-2.46832, 2.18216, 4.91967)
C (-1.59242, 2.95173, 3.88997)
C (-2.29900, 3.53700, 2.65442)
C (-1.28984, 4.25640, 1.72497)
C (-1.95812, 4.68847, 0.43519)
H (-3.76105, 0.44989, 5.09360)
H (-2.27367, 0.15783, 4.10741)
H (-3.49253, 0.99778, 3.36980)
H (-3.26929, 2.84732, 5.18816)
H (-1.86901, 2.02617, 5.84015)
H (-0.71771, 2.35976, 3.60116)
H (-1.07961, 3.80869, 4.38540)
H (-2.73362, 2.73244, 2.01483)
H (-3.11884, 4.15912, 2.97063)
H (-0.76258, 5.03750, 2.28220)
H (-0.49794, 3.55006, 1.40916)
H (-1.33325, 5.41341, -0.08379)
H (-2.02342, 3.84306, -0.26500)
H (-2.95492, 5.15902, 0.54542)
C (-5.74829, 4.49973, -8.04496)
C (-5.95386, 3.66131, -6.80807)
C (-4.67081, 2.81773, -6.53886)
C (-5.01180, 1.81529, -5.46179)
C (-3.86226, 0.83534, -5.12649)
C (-2.56154, 1.36652, -4.50603)
H (-6.66091, 5.07561, -8.35046)
H (-5.49310, 3.87130, -8.89395)
H (-4.96354, 5.19982, -7.85103)
H (-6.15193, 4.26582, -5.92202)
H (-6.76978, 2.94194, -6.85694)
H (-3.88276, 3.47351, -6.15937)
H (-4.36002, 2.20226, -7.41732)
H (-5.46299, 2.29827, -4.58465)
H (-5.87397, 1.19321, -5.80478)
H (-4.26461, 0.10115, -4.36602)
H (-3.60189, 0.18347, -5.95085)
H (-2.10020, 2.11697, -5.19633)
H (-2.71961, 1.86438, -3.55010)
H (-1.75615, 0.65229, -4.41743)
C (1.40549, 4.55651, -4.82876)
C (0.34006, 3.80200, -4.06330)
C (-0.50837, 4.68931, -3.15869)
C (-1.32995, 5.78194, -3.83016)
C (-2.48866, 5.15053, -4.61713)
C (-3.77755, 4.75983, -3.86412)
H (1.06165, 5.21931, -5.62178)
H (2.09353, 3.87388, -5.28346)
H (2.01999, 5.15793, -4.10307)
H (-0.26776, 3.16718, -4.75773)
H (0.84248, 3.14622, -3.39123)
H (0.19850, 5.19956, -2.47316)
H (-1.09221, 4.05498, -2.47248)
H (-1.76698, 6.43914, -3.06619)
H (-0.70855, 6.36520, -4.49757)
H (-2.81539, 5.92879, -5.29588)
H (-2.22233, 4.26947, -5.16134)
H (-3.67304, 3.84637, -3.27762)
H (-4.00922, 5.52893, -3.07800)
H (-4.61999, 4.58544, -4.52993)
C (-1.45339, -6.26304, -3.82663)
C (-2.07681, -5.15713, -3.08845)
C (-1.77549, -3.82746, -3.82535)
C (-2.73177, -2.71862, -3.43445)
C (-4.11944, -3.09413, -3.79992)
C (-4.61741, -4.39741, -3.08468)
N (-3.56898, -5.37694, -3.03267)
O (-3.92445, -6.55854, -2.85618)
C (-4.92469, -4.12262, -1.59239)
C (-5.80722, -5.01908, -3.78270)
C (-1.49989, -5.06190, -1.67165)
H (-1.87852, -6.29361, -4.86773)
H (-1.69755, -7.23388, -3.39534)
H (-0.39871, -6.02301, -3.95679)
H (-0.73646, -3.58480, -3.55792)
H (-1.90389, -3.86475, -4.92209)
H (-2.38851, -1.74875, -3.76138)
H (-2.68997, -2.62126, -2.34528)
H (-4.12327, -3.31372, -4.86112)
H (-4.90652, -2.35559, -3.71949)
H (-5.77144, -3.42387, -1.46923)
H (-5.08930, -5.09126, -1.17089)
H (-4.06939, -3.62372, -1.19447)
H (-6.29868, -5.75252, -3.16580)
H (-6.55041, -4.26921, -4.00803)
H (-5.52273, -5.50427, -4.72418)
H (-1.65587, -5.93332, -1.00744)
H (-1.87510, -4.16079, -1.18848)
H (-0.41209, -4.93168, -1.79087)
C (-4.96037, 3.14035, -0.04003)
C (-6.12382, 2.53345, 0.68201)
C (-7.40410, 3.23200, 0.22685)
C (-7.86850, 2.70643, -1.11118)
C (-8.01740, 1.24403, -1.07169)
C (-6.84168, 0.38355, -0.71816)
N (-6.21580, 1.07106, 0.38037)
O (-5.06831, 0.46792, 0.83172)
C (-7.38365, -0.91203, -0.18350)
C (-5.81041, 0.20093, -1.76693)
C (-6.00588, 2.60674, 2.17187)
H (-5.05717, 3.15275, -1.10496)
H (-4.05762, 2.60734, 0.25118)
H (-4.75991, 4.19926, 0.13354)
H (-8.17090, 3.12457, 1.01032)
H (-7.35826, 4.34780, 0.30007)
H (-7.18144, 3.03971, -1.86888)
H (-8.81372, 3.18287, -1.38577)
H (-8.59351, 0.86337, -1.92647)
H (-8.69141, 1.06368, -0.20802)
H (-6.61469, -1.72524, -0.26206)
H (-7.63732, -0.82841, 0.88045)
H (-8.30063, -1.26467, -0.68226)
H (-5.06637, -0.41740, -1.20659)
H (-6.12396, -0.39383, -2.62593)
H (-5.32188, 1.11904, -2.12469)
H (-4.99263, 2.29280, 2.44833)
H (-6.77772, 1.97318, 2.56686)
H (-6.09978, 3.62774, 2.58285)
C (5.87688, -2.06508, 5.91736)
C (5.85307, -1.12600, 4.70900)
C (4.39864, -0.91224, 4.29764)
C (3.93043, 0.29801, 3.53849)
C (4.38500, 1.42119, 4.41548)
C (5.83431, 1.52556, 4.77852)
N (6.31451, 0.20374, 4.99343)
O (7.57868, 0.18445, 5.78966)
C (6.60223, 2.02584, 3.56198)
C (6.04101, 2.44938, 5.96498)
C (6.67381, -1.52427, 3.46981)
H (6.78273, -2.61738, 6.18347)
H (5.08575, -2.82141, 5.70884)
H (5.50858, -1.46888, 6.70353)
H (4.04300, -1.81503, 3.79232)
H (3.80955, -0.89288, 5.22032)
H (2.85445, 0.27431, 3.43365)
H (4.45711, 0.36243, 2.59242)
H (3.89331, 1.17092, 5.38351)
H (3.96270, 2.38236, 4.07749)
H (7.67083, 2.06890, 3.83481)
H (6.46530, 1.42896, 2.65714)
H (6.37827, 3.01904, 3.20663)
H (5.69981, 3.44229, 5.68783)
H (5.31137, 2.13765, 6.73777)
H (7.06607, 2.53558, 6.35064)
H (7.73323, -1.51336, 3.68300)
H (6.45765, -0.79700, 2.66825)
H (6.38458, -2.48849, 3.02562)
C (2.95571, -4.38353, 2.75457)
C (3.72489, -5.32780, 1.78640)
C (2.78555, -6.32365, 1.15994)
C (3.19758, -6.98060, -0.13359)
C (3.34981, -5.93197, -1.15015)
C (4.43966, -4.95424, -0.70079)
N (4.11204, -4.31086, 0.69081)
O (4.50432, -3.25203, 1.01514)
C (5.88460, -5.49602, -0.78245)
C (4.54458, -3.73755, -1.63396)
C (4.96555, -5.83813, 2.49320)
H (2.41955, -5.04142, 3.46637)
H (2.20018, -3.74862, 2.30396)
H (3.60375, -3.79608, 3.38888)
H (2.60730, -7.00922, 1.99660)
H (1.82741, -5.81630, 1.02196)
H (2.41222, -7.66796, -0.40637)
H (4.08108, -7.57140, 0.03069)
H (2.46726, -5.29875, -1.18370)
H (3.67217, -6.23761, -2.15315)
H (6.55955, -4.85855, -0.18950)
H (5.97952, -6.52205, -0.42293)
H (6.20465, -5.49046, -1.80307)
H (4.49768, -4.04596, -2.69115)
H (3.77367, -2.98408, -1.47750)
H (5.54981, -3.30853, -1.50928)
H (5.65524, -5.02313, 2.63995)
H (5.43152, -6.69196, 2.00212)
H (4.67364, -6.23749, 3.47213)
C (2.29672, 4.36249, 0.82717)
C (3.60187, 3.94898, 0.10958)
C (3.37986, 4.18541, -1.34269)
C (4.68517, 4.05459, -2.15166)
C (5.56767, 5.21874, -1.64758)
C (5.83532, 5.21158, -0.08926)
N (4.58164, 4.93669, 0.51698)
O (4.67751, 5.01396, 1.93386)
C (6.97975, 4.26476, 0.33614)
C (6.18934, 6.70274, 0.29383)
C (3.99995, 2.60795, 0.55097)
H (2.31669, 4.03356, 1.85912)
H (1.46643, 4.02671, 0.16529)
H (2.18939, 5.46708, 0.85089)
H (2.58686, 3.45078, -1.62607)
H (2.96743, 5.18388, -1.54525)
H (4.51671, 4.21319, -3.23443)
H (5.07025, 3.03282, -2.05078)
H (4.99672, 6.07442, -1.93906)
H (6.46368, 5.35987, -2.22585)
H (6.75982, 3.20391, 0.17431)
H (7.88195, 4.49903, -0.19265)
H (7.13561, 4.55168, 1.38699)
H (6.11178, 6.65516, 1.38520)
H (7.16776, 6.95531, -0.04635)
H (5.46798, 7.47059, -0.05144)
H (4.14281, 2.49097, 1.62313)
H (4.90311, 2.29975, 0.06797)
H (3.17952, 1.91258, 0.30441)
C (1.78494, -3.00501, 9.34140)
C (0.73547, -3.22793, 8.26036)
C (-0.61569, -2.77097, 8.78385)
C (-1.61925, -2.41660, 7.72757)
C (-0.99331, -1.39291, 6.89257)
C (0.19970, -1.87875, 6.11667)
N (1.10617, -2.43294, 7.10125)
O (2.34307, -2.66485, 6.63321)
C (-0.07792, -2.95147, 5.10051)
C (0.87808, -0.80323, 5.35638)
C (0.76021, -4.64707, 7.83497)
H (1.29788, -3.22077, 10.31237)
H (2.23424, -2.00382, 9.37844)
H (2.59583, -3.69303, 9.10214)
H (-0.94983, -3.45457, 9.57716)
H (-0.46346, -1.81294, 9.27705)
H (-2.49368, -2.04724, 8.25087)
H (-1.92294, -3.25578, 7.13998)
H (-0.57538, -0.59457, 7.53872)
H (-1.62352, -0.92142, 6.13952)
H (0.79621, -3.21284, 4.49193)
H (-0.34786, -3.96624, 5.47206)
H (-0.81993, -2.62256, 4.38342)
H (0.24696, -0.47468, 4.55117)
H (1.10313, 0.05547, 6.00770)
H (1.81925, -1.13961, 4.92092)
H (1.69273, -4.80733, 7.27268)
H (-0.08104, -4.93985, 7.21982)
H (0.82736, -5.27173, 8.72419)
C (2.14838, -0.85101, -0.74593)
C (0.94908, -1.35579, 0.07654)
C (0.95593, -0.85968, 1.52768)
C (0.50475, 0.56362, 1.62701)
C (-0.92231, 0.62415, 1.07361)
C (-1.02868, 0.40034, -0.41946)
N (-0.18417, -0.83299, -0.81946)
O (-0.30331, -1.26898, -1.90174)
C (-2.40770, 0.20540, -0.86954)
C (-0.24991, 1.50160, -1.19332)
C (0.89659, -2.81750, -0.09704)
H (1.98013, -1.05628, -1.80726)
H (2.99645, -1.48367, -0.48965)
H (2.62880, 0.10864, -0.58060)
H (0.22647, -1.37415, 2.14527)
H (1.95345, -1.22881, 1.80985)
H (1.10361, 1.24890, 1.06768)
H (0.55441, 0.89064, 2.68910)
H (-1.45137, 1.55615, 1.24265)
H (-1.57002, -0.11265, 1.65733)
H (-2.38083, 0.11062, -1.95136)
H (-2.89176, -0.60935, -0.33771)
H (-3.01518, 1.05451, -0.52792)
H (0.80802, 1.44173, -0.98302)
H (-0.52804, 1.46705, -2.24538)
H (-0.59364, 2.48094, -0.81397)
H (1.81411, -3.34105, 0.25917)
H (0.81914, -3.02968, -1.13822)
H (0.13973, -3.27843, 0.52385)

Atoms 1-3, force components in eV/Å:
C -0.376 0.629 0.016
C -0.701 0.444 -1.647
C 0.759 0.346 1.701

Atom charges from the Löwdin analysis, given in e for atoms 1 to 4: -0.101, -0.255, -0.214, -0.265